(1)
Computed, not measured: C7H6As2Cl3CuF20O4 as an isolated structure in a non-equilibrium geometry, with ωB97M-V/def2-TZVPD.

Cartesian coordinates (Å):
Cu (-2.0417, -1.9447, 0.3855)
As (-2.0796, 1.3287, -1.8668)
F (-2.5346, 2.7863, -2.8992)
F (-0.5129, 1.0761, -2.6981)
F (-1.6645, -0.2038, -0.9218)
F (-3.6894, 1.5308, -0.9941)
F (-2.8757, 0.2496, -3.0834)
F (-1.2332, 2.3859, -0.7365)
As (-5.2742, -2.7056, -1.4287)
F (-5.0239, -0.9215, -1.0774)
F (-5.5951, -2.8981, 0.3038)
F (-5.4254, -4.4525, -1.7110)
F (-4.9810, -2.4366, -3.1400)
F (-3.5263, -2.8530, -1.1289)
F (-7.0336, -2.3945, -1.6628)
O (-2.7541, -1.6797, 2.8046)
C (-3.6336, -0.7395, 2.4879)
O (-4.2257, -0.0646, 3.3898)
O (-3.6436, -0.3720, 1.2988)
H (-2.7557, -1.6848, 3.7646)
C (4.5437, 1.5387, 1.6226)
C (5.1743, 2.8997, 2.0268)
C (5.3014, 3.7430, 0.7011)
F (5.7159, 4.9544, 0.9051)
F (6.0137, 3.2483, -0.3483)
F (4.4586, 3.2818, 3.0454)
F (6.3564, 2.6665, 2.5037)
O (3.1321, 1.6664, 1.3293)
C (2.5350, 0.3504, 1.0685)
C (0.9719, 0.5155, 0.8957)
F (0.2405, -0.5713, 0.8461)
F (0.4028, 1.3302, 1.7737)
F (3.1132, -0.1457, 0.0441)
F (2.7931, -0.3744, 2.1394)
H (4.7505, 0.7816, 2.3790)
H (5.0498, 1.2843, 0.6913)
H (4.3724, 3.7924, 0.1331)
H (0.7573, 0.9299, -0.0894)
C (0.9139, -3.1699, -2.6896)
Cl (-0.4125, -3.3386, -1.4908)
Cl (1.9508, -4.6898, -2.5910)
Cl (1.8436, -1.7229, -2.2926)
H (0.5255, -2.9770, -3.6896)

- LUMO (spin up / spin down) (eV) = 1.1 / -2.2
- 2S+1 = 2
- max |F| (eV/A) = 4.9
- total charge = -1

(2)
Computed, not measured: C7H6BF2N3O4Tl as an isolated structure in a non-equilibrium geometry, with ωB97M-V/def2-TZVPD.

Cartesian coordinates (Å):
Tl (-0.1065, 0.5112, -2.6212)
C (0.6478, -2.8168, -0.0927)
C (-0.2199, -1.7126, 0.3883)
N (-0.3359, -0.5501, -0.1971)
C (-1.1983, 0.2084, 0.5356)
C (-1.6416, -0.5379, 1.6061)
N (-0.9782, -1.7576, 1.5131)
C (-2.6040, -0.2771, 2.6806)
O (-2.1618, -0.6895, 3.9158)
O (-3.7078, 0.1670, 2.5518)
C (-1.3568, 1.7127, 0.2159)
O (-1.5062, 2.4407, 1.1875)
O (-1.2684, 2.0087, -0.9970)
H (1.2316, -2.4372, -0.9271)
H (0.0531, -3.6679, -0.4251)
H (1.3298, -3.1633, 0.6831)
H (-1.1500, -2.5677, 2.0909)
H (-1.2003, -0.7712, 3.9206)
F (2.5007, 4.2427, -3.4034)
B (2.8936, 2.9406, -3.2936)
F (3.8233, 2.6257, -4.2619)
N (2.0528, 1.0535, -1.6307)
C (2.1651, 1.9044, -2.5793)
H (2.7379, 1.1333, -0.8602)

- LUMO (eV) = 2.3
- max |F| (eV/A) = 1.4
- total charge = -1